Entry 1:
A 5-piece molecular cluster, C11H20Cl8FO overall in a non-equilibrium geometry. Source: the Open Molecules 2025 dataset; level of theory: the ωB97M-V functional and the def2-TZVPD basis.

Charge: -1
LUMO (eV): 2.15
Frontier orbital gap (eV): 3.61

Geometry as XYZ:
```
41
Properties=species:S:1:pos:R:3:mulliken_charge:R:1
C 3.76 -0.89 3.69 -0.55
C 2.34 -1.60 3.50 0.02
C 1.07 -0.64 3.67 0.58
O -0.03 -1.18 3.98 -0.61
F 1.04 0.76 3.46 -0.26
H 4.03 -0.74 4.78 0.11
H 3.87 0.06 3.07 -0.09
H 2.18 -2.49 4.19 0.27
H 2.29 -2.00 2.43 -0.37
Cl 3.21 1.05 0.46 -0.21
C 4.34 0.06 -0.51 -0.43
C 3.65 -1.15 -1.12 -0.50
Cl 3.17 -2.34 0.10 -0.19
H 5.17 -0.24 0.13 0.38
H 4.73 0.70 -1.30 0.31
H 4.33 -1.65 -1.81 0.31
H 2.76 -0.86 -1.68 0.26
Cl -4.22 -2.98 0.51 -0.21
C -2.93 -2.60 1.68 -0.47
C -1.76 -1.90 1.03 0.12
Cl -0.86 -2.97 -0.07 -0.20
H -2.62 -3.54 2.16 0.35
H -3.37 -1.96 2.44 0.30
H -1.06 -1.57 1.80 -0.17
H -2.08 -1.02 0.47 0.28
Cl -6.61 0.15 -4.85 -0.19
C -6.31 -1.10 -3.61 -0.46
C -5.67 -0.53 -2.36 -0.22
Cl -4.01 0.03 -2.64 -0.17
H -5.68 -1.88 -4.05 0.33
H -7.28 -1.54 -3.36 0.29
H -5.62 -1.29 -1.58 0.11
H -6.25 0.32 -1.97 0.31
Cl 1.50 6.39 -2.80 -0.20
C 1.28 5.24 -1.45 -0.44
C 2.32 4.14 -1.46 -0.28
Cl 2.13 3.03 -2.84 -0.19
H 0.27 4.83 -1.52 0.33
H 1.36 5.82 -0.53 0.31
H 2.23 3.54 -0.55 0.15
H 3.34 4.55 -1.49 0.31
```



Entry 2:
C11H20ClNO7P2Re as an isolated structure. Source: the Open Molecules 2025 dataset; level of theory: the ωB97M-V functional and the def2-TZVPD basis.

Charge: +2
Spin multiplicity: 2
Energy relative to the best compared isomer or geometry (same formula, charge and spin) (kcal/mol): 21.45
LUMO (spin up / spin down) (eV): -7.80 / -8.37
Frontier orbital gap (spin up / spin down) (eV): 8.19 / 7.40

Geometry as XYZ:
```
43
Properties=species:S:1:pos:R:3:mulliken_spin:R:1
Re -0.01 -0.13 -0.36 0.96
C 2.49 2.59 0.74 0.00
C 1.85 2.51 -0.65 0.00
O 2.38 3.43 -1.57 0.00
P 2.19 0.89 -1.43 -0.02
O 3.52 0.94 -2.18 0.00
O 0.95 0.59 -2.42 0.00
O 1.98 -0.33 -0.50 0.01
P 0.02 2.93 -0.54 0.01
O -0.43 2.95 -2.06 0.01
O -0.20 4.10 0.27 0.00
O -0.70 1.57 0.00 0.07
H 3.58 2.49 0.66 0.00
H 2.12 1.81 1.40 0.00
H 2.24 3.55 1.18 0.00
H 2.65 4.25 -1.13 0.00
H 4.10 0.17 -2.29 0.00
H 0.61 1.31 -3.00 0.00
H -0.80 3.80 -2.36 0.00
Cl 0.49 -4.21 3.39 0.00
C -0.06 -2.62 3.10 0.00
C -0.66 -1.87 4.10 0.01
C -1.08 -0.58 3.80 0.00
C -0.89 -0.07 2.53 0.01
N -0.31 -0.81 1.57 0.00
C 0.10 -2.07 1.85 0.00
H -0.80 -2.29 5.09 0.00
H -1.56 0.04 4.55 0.00
H -1.20 0.92 2.26 0.00
H 0.57 -2.64 1.05 0.01
C -3.32 -1.78 -2.74 0.00
C -1.92 -1.17 -2.61 -0.01
C -0.96 -1.84 -3.58 0.00
C -1.44 -1.32 -1.18 -0.04
H -3.70 -1.66 -3.76 0.00
H -4.04 -1.30 -2.07 0.00
H -3.31 -2.85 -2.51 0.00
H -2.00 -0.10 -2.84 0.00
H -1.00 -2.93 -3.47 0.00
H 0.08 -1.54 -3.42 0.00
H -1.21 -1.61 -4.61 0.00
H -1.09 -2.35 -0.97 0.00
H -2.22 -1.11 -0.41 0.01
```



Entry 3:
C11H20IrN4P as an isolated structure in a non-equilibrium geometry. Source: the Open Molecules 2025 dataset; level of theory: the ωB97M-V functional and the def2-TZVPD basis.

Spin multiplicity: 5
Energy relative to the best compared isomer or geometry (same formula, charge and spin) (kcal/mol): 15.67
LUMO (spin up / spin down) (eV): 0.54 / -1.57
Frontier orbital gap (spin up / spin down) (eV): 4.20 / 6.37

Geometry as XYZ:
```
37
Properties=species:S:1:pos:R:3:mulliken_spin:R:1
C -0.51 0.59 -1.77 0.42
C -1.27 1.57 -2.46 -0.06
C -0.36 2.60 -2.75 0.37
C 0.99 2.11 -2.69 0.12
C 0.91 0.89 -1.94 0.17
Ir 0.15 -0.84 0.89 2.60
P -0.04 -2.66 -0.13 0.07
H -0.96 -0.23 -1.15 -0.01
H -2.34 1.53 -2.62 0.00
H -0.63 3.60 -3.14 0.03
H 1.73 0.35 -1.46 0.00
H 1.90 2.60 -3.03 0.00
H 1.19 -3.06 -0.76 0.03
H -1.09 -3.09 -1.02 0.04
H -0.19 -3.66 0.91 0.00
C 0.65 1.75 2.55 -0.02
N 0.33 0.30 2.50 -0.11
C -0.96 0.03 3.21 0.00
N -0.88 0.44 4.66 0.03
C -0.55 1.88 4.64 0.00
N 0.73 2.21 3.97 0.00
C 1.80 1.42 4.64 0.00
N 1.55 -0.04 4.62 0.02
C 1.44 -0.41 3.17 0.03
C 0.25 -0.32 5.26 0.00
H -0.13 2.31 2.04 0.01
H 1.64 1.87 2.11 0.07
H -1.17 -1.04 3.16 -0.04
H -1.74 0.64 2.76 0.12
H -0.50 2.24 5.68 0.00
H -1.38 2.41 4.11 0.00
H 2.75 1.62 4.11 0.00
H 1.87 1.75 5.68 0.00
H 1.30 -1.50 3.09 0.00
H 2.38 -0.08 2.71 0.09
H 0.32 -0.03 6.32 0.00
H 0.03 -1.39 5.17 0.00
```



Entry 4:
C11H20KN2O4 as an isolated structure in a non-equilibrium geometry. Source: the Open Molecules 2025 dataset; level of theory: the ωB97M-V functional and the def2-TZVPD basis.

Charge: +1
LUMO (eV): -4.07
Frontier orbital gap (eV): 5.76

Geometry as XYZ:
```
38
Properties=species:S:1:pos:R:3:mulliken_charge:R:1
C -0.48 3.51 4.30 -0.74
C -1.71 3.19 4.81 -0.24
C -2.79 2.47 4.06 0.68
O -3.77 2.99 3.71 -0.46
O -2.59 1.14 3.76 -0.32
C -2.04 1.11 2.43 -0.61
C -1.78 -0.32 1.95 -0.49
C -0.90 -0.22 0.68 -0.68
C -0.49 -1.59 0.12 -0.60
C 1.01 -1.84 0.34 -0.85
C 1.90 -1.14 -0.71 -0.53
O 2.50 -2.10 -1.62 -0.35
C 1.89 -2.19 -2.77 0.61
O 0.76 -2.53 -2.89 -0.55
N 2.63 -1.90 -3.95 -0.28
C 2.52 -0.51 -4.30 -0.63
N 1.11 -0.13 -4.54 -0.57
H -0.37 4.27 3.52 0.32
H 0.45 3.03 4.62 0.29
H -1.95 3.51 5.83 0.35
H -2.74 1.59 1.74 0.29
H -1.06 1.62 2.44 0.26
H -1.29 -0.94 2.71 0.33
H -2.74 -0.78 1.68 0.26
H -0.04 0.40 0.97 0.39
H -1.49 0.38 -0.02 0.32
H -1.11 -2.41 0.50 0.51
H -0.66 -1.56 -0.97 0.26
H 1.30 -1.42 1.31 0.43
H 1.20 -2.92 0.28 0.37
H 2.73 -0.65 -0.20 0.43
H 1.36 -0.35 -1.25 0.35
H 2.21 -2.45 -4.69 0.31
H 3.09 -0.34 -5.22 0.39
H 2.94 0.18 -3.56 0.34
H 0.67 -0.85 -5.10 0.33
H 1.10 0.75 -5.07 0.16
K -1.38 -0.99 -4.90 0.94
```



Entry 5:
C11H20N2 as an isolated structure in a non-equilibrium geometry. Source: the Open Molecules 2025 dataset; level of theory: the ωB97M-V functional and the def2-TZVPD basis.

Energy relative to the best compared isomer or geometry (same formula, charge and spin) (kcal/mol): 137.55
LUMO (spin up / spin down) (eV): 0.17 / 0.91
Frontier orbital gap (spin up / spin down) (eV): 5.86 / 8.94

Geometry as XYZ:
```
33
Properties=species:S:1:pos:R:3:mulliken_charge:R:1
C 0.89 -2.77 -0.52 -0.68
C 0.03 2.76 -0.58 -0.34
C 0.84 -0.80 -0.49 -0.39
C 0.51 1.92 0.31 0.00
C -1.42 1.02 1.44 0.57
C -1.28 2.71 -1.21 -0.96
C 1.87 1.97 0.83 -1.29
C -2.29 -0.16 1.59 -0.90
C -1.67 2.37 2.06 -1.35
C 1.86 -4.87 -1.59 -1.15
C 1.37 -3.45 -1.79 0.05
N 0.01 -0.46 0.34 -0.63
N -0.21 0.80 0.75 0.86
H -0.13 -2.95 -0.18 0.23
H 0.61 3.67 -0.77 0.39
H 1.52 -0.27 -1.05 0.55
H -1.69 3.82 -1.04 0.25
H -1.94 1.95 -0.70 0.22
H -1.20 2.56 -2.36 0.32
H 1.81 2.41 1.91 0.19
H 2.36 1.01 0.83 0.35
H 2.55 2.40 0.20 0.57
H -2.44 -0.60 2.57 0.32
H -1.87 -1.07 1.08 0.22
H -3.35 0.12 1.15 0.21
H -0.85 2.94 2.32 0.38
H -2.41 2.25 2.94 0.32
H -2.13 3.02 1.40 0.34
H 2.87 -4.99 -1.22 0.34
H 1.98 -5.55 -2.51 0.31
H 1.21 -5.51 -0.96 0.30
H 0.41 -3.42 -2.48 0.19
H 2.17 -2.85 -2.25 0.23
```



Entry 6:
A 3-piece molecular cluster, C11H20N2O3 overall in a non-equilibrium geometry. Source: the Open Molecules 2025 dataset; level of theory: the ωB97M-V functional and the def2-TZVPD basis.

Energy relative to the best compared isomer or geometry (same formula, charge and spin) (kcal/mol): 205.78
LUMO (eV): 0.43
Frontier orbital gap (eV): 10.05

Geometry as XYZ:
```
36
Properties=species:S:1:pos:R:3:mulliken_charge:R:1
C 0.36 -0.64 -1.02 1.43
C -0.16 0.11 0.11 -1.18
C 0.22 -2.25 -0.82 -2.03
C 0.21 -3.16 -2.02 0.93
C -0.15 -4.64 -1.56 -1.30
C 1.58 -3.28 -2.71 -1.72
C -0.64 2.38 1.08 0.00
C 0.82 2.34 1.91 0.45
C -1.85 1.95 1.81 -0.40
C -2.77 1.91 0.55 -0.45
C -1.92 1.61 -0.79 -0.70
H 2.42 -1.50 -1.42 0.35
H 2.00 -0.30 0.41 0.42
H -0.16 -0.25 -1.81 0.83
H 1.07 -2.78 -0.38 0.39
H -0.50 -2.50 -0.05 0.55
H -0.58 -2.68 -2.70 0.39
H -1.16 -4.62 -1.17 0.42
H -0.21 -5.27 -2.58 0.30
H 0.78 -4.91 -0.92 0.30
H 2.38 -3.43 -2.02 0.48
H 1.56 -2.46 -3.42 0.34
H 1.60 -4.30 -3.33 0.38
H -0.70 3.43 0.69 0.39
H -2.16 2.73 2.56 0.38
H -1.74 0.80 2.40 0.18
H -3.11 3.07 0.40 0.20
H -3.75 1.13 0.51 0.30
H -1.89 2.44 -1.59 0.30
H -2.29 0.67 -1.19 0.36
H 1.32 1.76 0.15 0.49
N 1.78 -0.21 -0.95 -1.03
N -0.61 1.43 -0.09 -0.09
O -0.01 -0.31 1.24 -0.51
O 1.03 2.45 3.10 -0.58
O 1.82 1.91 1.10 -0.54
```